1.
The following is a quantum chemistry calculation of C2BrI2O2 as an isolated structure, from the Open Molecules 2025 dataset.

Calculated values
LUMO energy (alpha / beta) (eV): 1.26 / 1.26
ΔE to the lowest compared entry with this formula, charge and spin (kcal per mole): 9.7
HOMO (alpha / beta) (eV): -5.03 / -5.03
Charge: -1

Structure (XYZ):
```
7
Properties=species:S:1:pos:R:3:mulliken_charge:R:1
C 0.802 -0.671 -0.272 0.879
C -0.103 0.535 0.266 -0.453
O 1.082 -0.523 -1.447 -0.629
O 1.088 -1.443 0.621 -0.627
Br -0.136 0.825 2.093 0.038
I -0.076 2.262 -0.909 0.168
I -2.656 -0.984 -0.353 -0.377
```

***

2.
The following is a quantum chemistry calculation of an isolated ion of composition C10H20NO2 and charge +1, from the Open Molecules 2025 dataset.

Calculated values
LUMO energy (alpha / beta) (eV): -2.76 / -4.43
Spin multiplicity: 3
ΔE to the lowest compared entry with this formula, charge and spin (kcal per mole): 23.1
HOMO (alpha / beta) (eV): -9.56 / -12.73
<S²>: 2.01
Charge: +1

Structure (XYZ):
```
33
Properties=species:S:1:pos:R:3:mulliken_charge:R:1
C 1.779 -0.999 -0.492 0.266
C 0.503 -1.182 -0.207 0.158
C -0.564 -0.114 -0.441 0.638
C 0.006 1.238 -0.264 -0.396
C -1.766 -0.489 0.672 -0.208
C 2.744 -2.166 -0.327 -1.502
C -0.043 -2.593 -0.118 -2.009
C -0.764 2.429 -0.849 -1.360
C 1.739 2.451 1.111 -0.814
C -3.700 -0.727 -0.896 -0.687
N 0.595 1.417 1.082 -0.070
O -1.550 -0.139 1.922 -0.493
O -3.044 -0.350 0.334 -0.447
H 2.226 -0.039 -0.468 0.423
H -0.828 -0.101 -1.495 0.920
H 2.183 -3.060 -0.128 0.373
H 3.405 -2.269 -1.106 0.416
H 3.330 -2.026 0.603 0.293
H 0.152 -3.096 -1.182 0.364
H 0.339 -3.239 0.649 0.491
H -1.154 -2.485 -0.027 0.300
H -1.190 2.004 -1.765 0.354
H 0.024 3.130 -1.114 0.447
H -1.383 2.897 -0.057 0.311
H 1.300 3.532 0.877 0.313
H 2.262 2.469 2.045 0.386
H 2.506 2.183 0.378 0.326
H -3.021 -0.826 -1.701 0.333
H -4.408 0.171 -1.030 0.277
H -4.493 -1.484 -0.660 0.279
H -0.158 1.801 1.751 0.399
H 1.083 0.417 1.352 0.531
H -2.447 -0.071 2.308 0.386
```

***

Max |F| per entry: 1.36, 5.02 eV/Å
E_tot per entry: -3396.1231, -597.7921 Ha